ORCA calculation (ωB97M-V/def2-TZVPD) on a structure of composition C9H19N3O9TlV.

Its multiplicity is 1. The total energy comes out at -62883.5623 eV. Its total charge is +2. For the energy relative to the best compared isomer or geometry (same formula, charge and spin), the calculation gives 2.400 eV.

Atoms and positions in Å:
Tl: -0.819 7.979 -5.357
O: 1.060 10.680 1.769
V: 2.044 9.519 1.136
O: 3.587 9.823 1.435
N: 1.308 5.344 -1.290
O: 1.012 5.687 -2.485
O: 0.735 4.425 -0.760
O: 1.765 6.248 -0.583
N: -2.208 7.235 -0.011
O: -2.294 7.405 -1.173
O: -2.720 6.189 0.364
O: -1.410 7.889 0.695
C: -0.931 -4.487 -1.045
C: -1.220 -3.446 -0.006
C: -0.902 -3.940 1.444
C: 0.565 -3.984 1.844
C: 1.103 -2.591 1.608
C: 0.914 -2.039 0.157
N: -0.536 -2.134 -0.220
O: -0.883 -1.730 -1.515
C: 1.113 -0.511 0.194
C: 2.018 -2.823 -0.648
C: -2.757 -3.179 0.055
H: -1.485 -5.419 -0.939
H: -1.256 -4.111 -2.015
H: 0.078 -4.885 -0.940
H: -1.545 -3.374 2.118
H: -1.137 -5.004 1.451
H: 0.477 -4.233 2.902
H: 1.117 -4.836 1.446
H: 2.147 -2.368 1.828
H: 0.607 -2.001 2.379
H: 0.569 0.112 0.904
H: 1.169 -0.032 -0.784
H: 2.128 -0.423 0.582
H: 3.021 -2.520 -0.347
H: 1.814 -2.538 -1.680
H: 1.898 -3.906 -0.678
H: -3.147 -2.997 -0.946
H: -3.083 -4.144 0.444
H: -3.015 -2.362 0.728
H: -0.898 -2.521 -2.059